Record 1
Computed, not measured: a cluster of 2 separate species, C9H20O2Si in total at a distorted geometry, with the ωB97M-V functional and the def2-TZVPD basis.

```
! wB97M-V def2-TZVPD RIJCOSX def2/J DEFGRID3
* xyz 0 1
C 0.33 -0.22 1.87
C -0.32 0.68 1.14
C -0.38 2.13 1.49
Si -1.82 0.19 -0.02
C -1.36 0.56 -1.86
C -2.43 -1.65 -0.26
C -3.32 1.25 0.49
H 0.29 -1.30 1.62
H 0.88 0.16 2.74
H -1.36 2.30 1.95
H 0.48 2.36 2.03
H -0.40 2.62 0.53
H -0.28 0.43 -2.27
H -1.94 0.10 -2.65
H -1.44 1.61 -2.05
H -1.58 -2.22 0.00
H -3.39 -1.81 0.19
H -2.63 -1.85 -1.31
H -4.32 0.77 0.49
H -3.30 1.74 1.55
H -3.10 1.96 -0.32
C 2.52 -2.60 -0.81
C 2.86 -1.25 -0.26
C 2.21 -0.11 -0.45
O 2.73 1.15 -0.20
O 4.10 1.11 0.09
H 1.56 -2.83 -1.07
H 3.10 -2.65 -1.71
H 3.00 -3.48 -0.20
H 3.64 -1.29 0.51
H 1.30 0.07 -0.97
H 4.37 2.05 -0.29
*
```

As for the frontier orbital gap: 9.052 eV. The calculation puts the LUMO energy at 0.777 eV. As for the SMILES: C=C(C)[Si](C)(C)C.C/C=C/OO. For the HOMO energy, the calculation gives -8.28 eV. The calculation puts the relative energy (zero: lowest compared OMol25 entry of this formula, charge and spin) at 783.69 kJ/mol.

***

Record 2
Computed, not measured: a cluster of 2 separate species, CH2Cl2N2O in total at a distorted geometry, with the ωB97M-V functional and the def2-TZVPD basis.

```
! wB97M-V def2-TZVPD RIJCOSX def2/J DEFGRID3
* xyz 0 1
C 0.65 -1.29 0.59
N -0.02 -0.35 0.02
N 2.68 -0.10 0.69
O 0.85 -2.38 0.91
Cl 2.26 1.54 0.55
Cl 3.65 -0.58 -0.65
H 0.25 0.60 0.18
H -0.35 -0.53 -0.89
*
```

As for the frontier orbital gap (alpha / beta): 7.287 / 7.288 eV. The calculation puts the LUMO energy (alpha / beta) at -0.590 / -0.590 eV. For the HOMO energy (alpha / beta), the calculation gives -7.88 / -7.88 eV. The calculation puts the relative energy (zero: lowest compared OMol25 entry of this formula, charge and spin) at 149.09 kJ/mol.

***

Record 3
Computed, not measured: an isolated molecule of C3H2N2O2 at a distorted geometry, with the ωB97M-V functional and the def2-TZVPD basis.

```
! wB97M-V def2-TZVPD RIJCOSX def2/J DEFGRID3
* xyz 0 1
H 2.05 0.96 -0.27
N 1.54 0.35 -0.88
C 0.44 -0.07 -0.43
C 0.23 -1.38 -1.09
N 1.07 -1.92 -1.69
O -0.11 0.47 0.71
C -1.42 0.51 1.09
O -2.36 0.11 0.47
H -1.44 0.99 2.08
*
```

As for the frontier orbital gap: 10.543 eV. The calculation puts the LUMO energy at -0.147 eV. As for the SMILES: [H]/N=C(/C#N)OC=O. For the HOMO energy, the calculation gives -10.69 eV. The calculation puts the relative energy (zero: lowest compared OMol25 entry of this formula, charge and spin) at 275.61 kJ/mol.